{"formula": "C37H46BN9O2RuS3", "method": "the ωB97M-V functional and the def2-TZVPD basis", "total_charge": 1, "homo_energy_ev": [-8.8, -10.1], "energy_ev": -92382.7046, "spin_multiplicity": 6, "fmax_ev_per_a": 0.41, "s2": 8.842, "symbols": ["Ru", "C", "C", "C", "C", "N", "C", "C", "N", "B", "N", "C", "C", "N", "C", "S", "C", "C", "C", "C", "N", "C", "C", "N", "C", "S", "C", "C", "C", "C", "C", "S", "H", "H", "H", "H", "H", "H", "H", "H", "H", "H", "H", "H", "H", "H", "H", "H", "H", "H", "H", "H", "H", "H", "H", "H", "H", "H", "H", "H", "H", "H", "H", "H", "H", "H", "C", "O", "C", "C", "C", "C", "C", "C", "N", "N", "C", "C", "C", "C", "O", "C", "N", "C", "C", "C", "C", "H", "H", "H", "H", "H", "H", "H", "H", "H", "H", "H", "H"], "positions_angstrom": [[0.469, -0.821, 0.547], [-4.135, 1.650, -2.888], [-3.730, 2.364, -1.596], [-2.400, 3.068, -1.824], [-4.781, 3.392, -1.180], [-3.671, 1.320, -0.514], [-4.782, 0.515, -0.292], [-4.429, -0.460, 0.562], [-3.104, -0.257, 0.890], [-2.103, -1.083, 1.682], [-2.425, -2.556, 1.858], [-3.537, -3.111, 2.463], [-3.461, -4.443, 2.312], [-2.305, -4.723, 1.599], [-1.659, -3.557, 1.351], [-0.101, -3.385, 0.639], [-1.839, -6.123, 1.307], [-0.772, -6.481, 2.338], [-1.299, -6.240, -0.119], [-3.039, -7.063, 1.440], [-1.780, -0.374, 3.018], [-2.747, 0.194, 3.819], [-2.123, 0.810, 4.837], [-0.759, 0.637, 4.661], [-0.574, -0.076, 3.528], [0.933, -0.574, 2.802], [0.189, 1.331, 5.603], [-0.026, 2.835, 5.420], [1.653, 0.996, 5.353], [-0.174, 0.885, 7.020], [-2.641, 0.836, 0.223], [-1.056, 1.456, 0.467], [-4.014, 2.333, -3.728], [-5.174, 1.322, -2.873], [-3.498, 0.781, -3.060], [-2.559, 3.784, -2.632], [-1.616, 2.375, -2.121], [-2.063, 3.612, -0.944], [-4.879, 4.143, -1.964], [-4.484, 3.893, -0.258], [-5.762, 2.940, -1.030], [-5.727, 0.707, -0.763], [-5.004, -1.285, 0.942], [-1.200, -1.097, 0.903], [-4.273, -2.517, 2.976], [-4.136, -5.208, 2.641], [0.068, -5.790, 2.277], [-0.402, -7.488, 2.147], [-1.183, -6.450, 3.348], [-0.310, -5.808, -0.226], [-1.966, -5.757, -0.835], [-1.237, -7.298, -0.370], [-3.356, -7.189, 2.476], [-2.745, -8.043, 1.072], [-3.886, -6.722, 0.843], [-3.796, 0.118, 3.594], [-2.527, 1.371, 5.658], [-0.004, 3.098, 4.362], [0.772, 3.381, 5.924], [-0.976, 3.166, 5.841], [2.005, 1.373, 4.397], [1.846, -0.074, 5.404], [2.226, 1.482, 6.143], [-1.183, 1.178, 7.306], [0.514, 1.352, 7.724], [-0.084, -0.197, 7.119], [4.443, 6.861, -5.474], [4.604, 5.843, -6.448], [4.787, 4.576, -6.015], [4.833, 4.200, -4.674], [5.019, 2.869, -4.340], [5.142, 1.892, -5.339], [5.134, 2.296, -6.692], [4.945, 3.611, -7.022], [5.258, 0.556, -5.084], [5.148, 0.104, -3.869], [3.917, -0.119, -3.351], [2.715, 0.052, -4.041], [1.472, -0.106, -3.416], [1.385, -0.429, -2.078], [0.242, -0.604, -1.425], [2.601, -0.605, -1.359], [2.466, -0.888, -0.028], [3.539, -1.166, 0.692], [4.821, -1.162, 0.137], [4.980, -0.825, -1.186], [3.856, -0.524, -1.971], [4.331, 7.789, -6.025], [5.319, 6.929, -4.826], [3.550, 6.686, -4.868], [4.736, 4.934, -3.888], [5.076, 2.576, -3.300], [5.264, 1.541, -7.456], [4.916, 3.933, -8.054], [2.756, 0.313, -5.090], [0.557, 0.022, -3.980], [3.380, -1.388, 1.740], [5.667, -1.416, 0.758], [5.959, -0.797, -1.646]]}

{"formula": "C37H46N9ReS4SbSi4Te", "method": "the ωB97M-V functional and the def2-TZVPD basis", "homo_energy_ev": [-6.9, -6.9], "energy_ev": -143345.1080, "spin_multiplicity": 2, "fmax_ev_per_a": 0.07, "s2": 0.829, "symbols": ["Re", "C", "C", "N", "C", "C", "N", "C", "C", "C", "C", "C", "N", "C", "C", "N", "C", "C", "N", "C", "C", "C", "N", "C", "C", "H", "H", "H", "H", "H", "H", "H", "H", "H", "H", "H", "H", "S", "Sb", "S", "S", "S", "N", "C", "C", "C", "C", "C", "C", "C", "N", "C", "C", "N", "C", "H", "H", "H", "H", "H", "H", "H", "C", "Si", "C", "C", "Si", "Te", "Si", "C", "C", "C", "Si", "C", "C", "C", "H", "H", "H", "H", "H", "H", "H", "H", "H", "H", "H", "H", "H", "H", "H", "H", "H", "H", "H", "H", "H", "H", "H", "H", "H", "H", "H"], "positions_angstrom": [[0.115, 0.604, -0.722], [2.756, 4.023, -0.074], [2.307, 2.732, -0.237], [0.995, 2.471, -0.419], [0.152, 3.543, -0.429], [0.659, 4.828, -0.257], [1.941, 5.085, -0.082], [-1.257, 3.218, -0.602], [-2.316, 4.108, -0.676], [-3.613, 3.633, -0.837], [-3.813, 2.253, -0.883], [-2.735, 1.398, -0.797], [-1.469, 1.880, -0.695], [-2.771, -0.063, -0.780], [-3.922, -0.829, -0.659], [-3.901, -2.147, -0.512], [-2.698, -2.716, -0.493], [-1.527, -1.998, -0.658], [-1.552, -0.666, -0.804], [-4.755, 4.566, -0.960], [-4.825, 5.733, -0.207], [-5.917, 6.571, -0.365], [-6.919, 6.328, -1.206], [-6.848, 5.211, -1.924], [-5.801, 4.307, -1.840], [3.812, 4.210, 0.070], [2.968, 1.876, -0.226], [-0.013, 5.679, -0.262], [-2.132, 5.173, -0.637], [-4.815, 1.855, -0.972], [-4.895, -0.352, -0.652], [-2.640, -3.787, -0.343], [-0.565, -2.494, -0.644], [-4.056, 5.979, 0.515], [-5.993, 7.480, 0.220], [-7.668, 5.030, -2.610], [-5.793, 3.428, -2.471], [0.376, -4.395, 0.687], [2.629, -3.937, 0.727], [2.115, -0.695, -0.825], [2.803, -0.158, -2.735], [3.059, -2.551, 2.458], [0.685, -5.557, 8.066], [0.581, -4.749, 7.255], [0.450, -3.728, 6.251], [0.796, -2.415, 6.555], [0.674, -1.432, 5.591], [0.188, -1.764, 4.335], [-0.154, -3.069, 4.020], [-0.014, -4.054, 4.979], [0.064, -0.749, 3.345], [-0.151, 0.593, 3.572], [-0.157, 1.188, 2.355], [0.051, 0.228, 1.385], [0.186, -0.928, 2.014], [1.177, -2.173, 7.537], [0.990, -0.421, 5.808], [-0.479, -3.336, 3.022], [-0.257, -5.079, 4.736], [-0.307, 0.990, 4.558], [-0.306, 2.226, 2.110], [0.378, -1.892, 1.558], [-2.924, 0.044, -7.141], [-1.831, 0.944, -5.910], [-2.843, 1.458, -4.406], [-1.107, 2.484, -6.702], [-0.108, -0.476, -5.192], [0.785, 1.010, -3.323], [1.689, -0.538, -6.706], [0.960, -0.791, -8.419], [2.829, -1.960, -6.276], [2.640, 1.077, -6.644], [-0.820, -2.596, -4.490], [0.397, -3.265, -3.241], [-2.579, -2.438, -3.850], [-0.874, -3.684, -6.021], [-3.725, 0.699, -7.495], [-3.386, -0.839, -6.695], [-2.351, -0.282, -8.011], [-3.669, 2.111, -4.701], [-2.231, 2.007, -3.683], [-3.263, 0.587, -3.896], [-1.901, 3.179, -6.987], [-0.540, 2.239, -7.602], [-0.435, 3.004, -6.015], [0.362, -1.704, -8.464], [1.755, -0.877, -9.164], [0.320, 0.045, -8.709], [2.319, -2.923, -6.349], [3.211, -1.859, -5.259], [3.681, -1.982, -6.961], [1.991, 1.938, -6.817], [3.418, 1.080, -7.412], [3.130, 1.215, -5.677], [0.682, -2.516, -2.498], [1.315, -3.570, -3.750], [0.007, -4.134, -2.704], [-2.680, -1.643, -3.110], [-2.922, -3.370, -3.395], [-3.252, -2.205, -4.679], [0.113, -3.803, -6.471], [-1.546, -3.273, -6.779], [-1.241, -4.680, -5.758]]}